Density functional theory data (wB97M-V/def2-TZVPD) for a structure of composition C22H24F6N4O6Rh.

Structure (XYZ):
```
63
Properties=species:S:1:pos:R:3:mulliken_charge:R:1
Rh -0.218 0.025 -0.271 0.7533
F -5.445 -1.462 3.761 -0.3711
C -4.278 -0.867 4.085 -0.1980
C -3.401 -0.518 3.104 -0.3283
C -2.163 0.038 3.451 0.7767
C -1.210 0.355 2.386 2.4401
O -1.599 0.152 1.212 -1.1939
C 0.058 0.846 2.802 -0.0306
C 0.277 1.010 4.141 -0.6940
N -0.607 0.754 5.122 0.3050
C -0.224 0.946 6.503 -0.2449
C 0.543 2.176 6.869 -1.0163
C -0.889 2.037 7.292 -0.4373
C -1.848 0.224 4.799 -0.3361
C -2.777 -0.117 5.791 -0.9316
C -3.998 -0.666 5.446 -0.5652
N -4.931 -1.056 6.423 0.2408
C -4.551 -1.774 7.607 -0.8349
C -5.027 -1.052 8.858 -0.6623
N -6.519 -0.848 8.737 -0.1538
C -6.893 -0.095 7.480 -0.8048
C -6.349 -0.849 6.276 -0.5984
C 1.233 1.277 1.934 0.0998
O 2.236 1.677 2.500 -0.7744
O 1.124 1.222 0.650 -0.6953
H -3.629 -0.701 2.063 0.6506
H 1.244 1.390 4.442 0.7967
H 0.027 0.022 7.012 0.4193
H 0.755 2.888 6.083 0.3567
H 1.320 2.067 7.611 0.2564
H -1.613 2.645 6.766 0.2383
H -1.104 1.847 8.335 0.3054
H -2.543 0.066 6.830 0.6593
H -3.472 -1.903 7.649 0.5143
H -4.989 -2.786 7.602 0.2852
H -4.591 -0.058 8.945 0.4211
H -4.847 -1.621 9.768 0.3996
H -6.875 -0.357 9.557 0.3486
H -6.977 -1.763 8.723 0.3932
H -6.444 0.892 7.571 0.3439
H -7.978 -0.010 7.465 0.4114
H -6.564 -0.268 5.384 0.4643
H -6.886 -1.803 6.168 0.3214
F -2.315 -3.774 0.977 -0.2572
C -1.369 -3.786 0.011 0.6795
F -1.937 -4.213 -1.113 -0.2455
F -0.432 -4.660 0.373 -0.2482
C -0.798 -2.363 -0.125 1.0106
O -1.398 -1.570 -0.903 -0.6608
O 0.173 -2.033 0.578 -0.6590
F 0.106 2.328 -1.779 -0.2765
C -0.893 1.644 -1.155 0.2262
F -1.444 2.508 -0.249 -0.2709
H -1.657 1.396 -1.900 0.1773
C 2.942 -0.850 -3.143 -1.3820
C 2.259 -0.156 -2.001 0.8487
N 2.983 0.625 -1.214 -0.1851
O 1.037 -0.351 -1.837 -0.6136
H 3.671 -0.200 -3.625 0.4186
H 2.196 -1.171 -3.864 0.3141
H 3.462 -1.728 -2.758 0.3279
H 3.958 0.760 -1.410 0.1673
H 2.519 1.122 -0.451 0.2990
```

Results
HOMO level in Ha: -0.4015
ΔE to the lowest compared entry with this formula, charge and spin in kcal per mole: 0.00
Gap between HOMO and LUMO in eV: 7.5
Total energy in hartree: -2232.800159
Charge: +1
Lowest unoccupied orbital energy in eV: -3.44
F_max in eV Å⁻¹: 0.75